C39H39N2O5 | the ωB97M-V functional and the def2-TZVPD basis

Values from the calculation:
Lowest unoccupied orbital energy (alpha / beta) (eV): -1.07 / -1.07
Frontier orbital gap (alpha / beta) (eV): 7.08 / 7.88

ORCA input file:
```
! wB97M-V def2-TZVPD RIJCOSX def2/J DEFGRID3
* xyz 0 2
C -2.57 -1.96 0.52
N -1.17 -1.70 0.19
C -0.25 -2.49 1.01
C 1.13 -2.60 0.36
C 1.68 -1.28 -0.18
C 2.36 -0.44 0.88
C 1.37 0.16 1.90
C 3.00 0.74 0.14
N 3.46 -1.20 1.50
O 4.27 -0.51 2.20
C 3.19 -2.55 2.05
C 2.86 -2.52 3.54
C 4.53 -3.33 1.93
C 2.10 -3.35 1.30
H -3.19 -1.45 -0.20
H -2.83 -3.02 0.47
H -2.78 -1.54 1.50
H -1.00 -1.96 -0.77
H -0.17 -2.05 2.00
H -0.66 -3.50 1.13
H 0.97 -3.24 -0.50
H 0.93 -0.69 -0.68
H 2.45 -1.55 -0.89
H 1.46 -0.24 2.90
H 0.36 0.06 1.54
H 1.54 1.22 1.98
H 3.66 0.41 -0.65
H 3.45 1.45 0.82
H 2.17 1.27 -0.34
H 3.57 -1.92 4.09
H 1.83 -2.23 3.74
H 2.96 -3.54 3.89
H 4.35 -4.39 1.89
H 5.04 -2.98 1.05
H 5.15 -3.11 2.79
H 1.49 -3.83 2.05
H 2.55 -4.16 0.75
C 5.47 5.70 -7.07
C 5.30 4.36 -7.41
C 5.36 3.38 -6.43
C 5.60 3.73 -5.11
C 5.80 5.07 -4.77
C 5.72 6.05 -5.75
C 6.10 5.47 -3.37
O 6.25 6.63 -3.07
C 6.20 4.40 -2.34
C 6.53 4.74 -1.04
C 6.62 3.75 -0.07
C 6.38 2.42 -0.39
C 6.06 2.08 -1.70
C 5.97 3.06 -2.67
C 5.65 2.66 -4.07
O 5.43 1.50 -4.36
H 5.42 6.46 -7.83
H 5.12 4.08 -8.44
H 5.22 2.34 -6.69
H 5.86 7.09 -5.48
H 6.72 5.77 -0.78
H 6.88 4.02 0.95
H 6.44 1.65 0.37
H 5.87 1.04 -1.95
C -7.79 1.05 4.59
C -6.48 0.70 4.27
C -6.24 -0.20 3.24
C -7.29 -0.75 2.54
C -8.61 -0.41 2.87
C -8.85 0.50 3.89
C -9.76 -1.02 2.15
O -10.90 -0.71 2.43
C -9.48 -2.01 1.08
C -10.54 -2.63 0.43
C -10.29 -3.55 -0.58
C -8.98 -3.85 -0.94
C -7.92 -3.24 -0.30
C -8.16 -2.33 0.72
C -7.01 -1.70 1.43
O -5.87 -1.96 1.11
H -7.98 1.76 5.38
H -5.66 1.12 4.82
H -5.22 -0.48 2.99
H -9.87 0.77 4.13
H -11.55 -2.39 0.71
H -11.12 -4.03 -1.08
H -8.79 -4.57 -1.73
H -6.90 -3.48 -0.57
*
```

***

C22H19F5N8PdS | the ωB97M-V functional and the def2-TZVPD basis

Values from the calculation:
Lowest unoccupied orbital energy (alpha / beta) (eV): 4.62 / 4.62
Frontier orbital gap (alpha / beta) (eV): 5.33 / 5.32
Energy above the lowest of the compared OMol25 structures with the same formula, charge and spin (kJ/mol): 187.7

ORCA input file:
```
! wB97M-V def2-TZVPD RIJCOSX def2/J DEFGRID3
* xyz -2 3
Pd 0.18 0.68 -0.88
S 2.55 1.06 -0.44
C 2.69 -0.73 -0.22
N 3.10 -1.07 1.12
C 3.71 -2.37 1.32
C 3.41 -3.37 0.20
C 3.75 -2.75 -1.16
N 3.72 -1.30 -1.08
H 2.39 -0.83 1.80
H 3.36 -2.79 2.28
H 4.80 -2.27 1.41
H 2.36 -3.64 0.24
H 3.98 -4.29 0.35
H 3.07 -3.16 -1.93
H 4.76 -3.05 -1.45
H 3.67 -0.85 -1.98
N -0.19 2.33 -2.48
C -0.32 3.38 -2.97
N -0.44 4.49 -3.65
C -1.16 5.48 -3.20
N -1.78 6.43 -2.91
C -3.77 -1.53 -0.72
C -3.69 -0.05 -0.75
N -2.66 0.65 -1.11
C -2.99 1.97 -0.90
C -4.25 2.06 -0.41
N -4.71 0.76 -0.32
H -3.41 -1.95 -1.66
H -4.80 -1.87 -0.56
H -3.15 -1.94 0.08
H -2.29 2.76 -1.11
H -4.86 2.90 -0.11
H -5.58 0.44 0.06
N -0.55 0.64 1.10
C -0.32 1.58 2.04
C -0.46 1.27 3.41
C -0.23 2.21 4.40
C 0.09 3.53 4.06
C 0.21 3.86 2.71
C 0.04 2.91 1.72
H -0.74 0.25 3.67
H -0.33 1.93 5.44
H 0.25 4.28 4.83
H 0.47 4.88 2.43
H 0.18 3.16 0.67
F 0.61 -2.09 1.55
C 0.42 -2.08 0.21
C 1.23 -1.28 -0.64
C 0.90 -1.44 -2.01
F 1.74 -1.03 -3.00
C -0.09 -2.32 -2.47
F -0.29 -2.46 -3.79
C -0.84 -3.05 -1.59
F -1.85 -3.84 -2.01
C -0.58 -2.91 -0.23
F -1.33 -3.60 0.65
*
```

***

C27H36BBrGeN15S2SeV | the ωB97M-V functional and the def2-TZVPD basis

Values from the calculation:
Lowest unoccupied orbital energy (alpha / beta) (eV): 1.48 / 1.36
Frontier orbital gap (alpha / beta) (eV): 5.80 / 5.97
Energy above the lowest of the compared OMol25 structures with the same formula, charge and spin (kJ/mol): 0.0

ORCA input file:
```
! wB97M-V def2-TZVPD RIJCOSX def2/J DEFGRID3
* xyz -1 4
V 0.34 1.32 0.19
Br 3.57 -4.14 4.30
C 3.09 -2.51 3.45
C 2.33 -2.53 2.29
C 1.99 -1.34 1.69
C 2.41 -0.13 2.23
C 3.15 -0.12 3.41
C 3.50 -1.31 4.02
N 2.02 1.06 1.56
C 2.79 2.08 1.57
C 2.34 3.31 0.92
C 3.10 4.46 0.94
C 2.57 5.60 0.35
C 1.31 5.54 -0.23
C 0.63 4.32 -0.25
N 1.15 3.23 0.30
H 2.00 -3.47 1.86
H 1.38 -1.35 0.80
H 3.42 0.82 3.88
H 4.06 -1.30 4.94
H 3.77 2.07 2.05
H 4.07 4.46 1.41
H 3.12 6.53 0.35
H 0.85 6.40 -0.68
H -0.34 4.21 -0.71
N 0.15 0.67 -3.28
C -0.88 1.42 -2.73
N -1.90 1.85 -3.46
N -2.66 2.52 -2.57
N -2.14 2.49 -1.40
N -0.98 1.78 -1.46
C 1.37 0.47 -2.67
N 2.44 0.04 -3.33
N 3.40 -0.02 -2.38
N 2.94 0.32 -1.23
N 1.63 0.65 -1.38
H 0.15 0.61 -4.28
C -2.87 -1.01 -0.85
N -3.38 0.05 0.00
C -4.56 0.73 -0.18
C -4.60 1.66 0.80
N -3.46 1.57 1.56
B -3.23 2.58 2.77
N -2.35 1.91 3.85
C -2.82 0.86 4.60
C -1.80 0.38 5.34
N -0.70 1.17 5.05
C 0.61 0.98 5.61
C -1.04 2.11 4.12
S 0.00 3.28 3.50
C -2.72 0.58 1.05
S -1.18 -0.01 1.59
H -3.64 -1.27 -1.58
H -2.61 -1.88 -0.26
H -1.98 -0.67 -1.39
H -5.22 0.52 -1.00
H -5.35 2.41 1.01
H -4.34 2.75 3.23
H -2.74 3.59 2.35
H -3.84 0.53 4.52
H -1.75 -0.43 6.04
H 0.58 1.07 6.70
H 1.25 1.76 5.20
H 1.01 0.00 5.34
C -1.94 -2.34 -4.34
Ge -0.57 -3.73 -4.31
C 1.08 -3.05 -5.10
C -1.20 -5.30 -5.32
C -0.29 -4.23 -2.43
Se 0.45 -2.69 -1.46
C 2.33 -3.12 -1.70
H -2.11 -1.97 -5.35
H -1.63 -1.50 -3.72
H -2.89 -2.72 -3.95
H 0.89 -2.75 -6.13
H 1.86 -3.81 -5.12
H 1.45 -2.18 -4.55
H -1.40 -5.03 -6.36
H -2.13 -5.69 -4.89
H -0.46 -6.09 -5.31
H 0.38 -5.07 -2.29
H -1.24 -4.48 -1.95
H 2.57 -3.15 -2.76
H 2.56 -4.07 -1.22
H 2.89 -2.31 -1.24
*
```